This record from OMol25 describes a cluster of 6 separate species, C38H45BN5O11 in total. The level of theory is wB97M-V/def2-TZVPD.

XYZ file:
```
100
Properties=species:S:1:pos:R:3:forces:R:3
O 8.19504 -5.50654 -0.91632 0.0 0.0 -0.1
O -0.34436 1.48593 2.39742 -0.1 0.0 0.0
O -2.16861 1.96965 3.43371 0.1 0.0 0.0
O -0.60464 3.43624 -4.64536 -0.2 -0.1 0.0
O 7.62231 -5.16159 -2.96441 0.0 -0.1 0.1
O -5.76884 0.74571 3.60667 -0.1 0.0 0.0
O 2.59380 -0.99796 -3.18578 -0.4 -0.1 -0.1
O -7.27831 0.87273 2.07651 0.1 0.0 0.1
O -9.96420 -3.15333 6.70149 0.0 0.1 0.1
O -8.01646 -2.40045 7.22479 -0.1 -0.1 0.2
O 1.34608 -0.67636 -1.45209 -0.1 0.0 -0.1
N -6.68608 0.28114 2.96046 0.0 0.1 0.0
N 8.41752 -5.11866 -2.04775 0.0 0.1 0.0
N 2.30565 -1.16783 -2.02871 0.3 0.1 0.1
N -1.54800 1.63375 2.44069 0.0 0.0 0.0
N -9.19109 -2.24942 6.95506 0.1 0.0 -0.2
C 11.91607 -3.93159 -1.57140 0.0 0.0 0.0
C 4.92174 -3.58543 0.23465 0.0 0.0 0.0
C -2.38079 0.76177 -1.08630 0.0 0.0 0.0
C -3.68667 1.57731 1.23498 -0.1 0.0 0.0
C 5.03537 4.07661 -4.10021 -0.1 -0.1 -0.2
C 3.72399 4.77056 -3.65747 -0.1 0.1 0.1
C -6.87498 -3.06676 4.57920 0.0 0.0 -0.1
C 9.99769 -4.03441 -3.58562 0.0 0.0 -0.1
C 0.27185 3.74908 -5.70392 0.1 0.1 0.0
C 9.74449 -4.53619 -2.32429 0.0 0.0 0.0
C -2.31694 1.39175 1.20395 0.0 0.0 0.0
C -6.45936 -1.78020 4.27701 0.1 0.0 0.1
C 5.59746 2.94462 -3.24217 0.0 -0.3 -0.1
C 0.73762 3.83548 -2.59998 0.0 0.0 0.1
C 3.20667 -2.02767 -1.23457 0.0 0.1 0.0
C -8.55566 -2.93710 2.85851 0.0 0.0 0.0
C 3.74980 -3.11249 0.81075 0.0 0.0 0.0
C 12.19427 -3.41784 -2.83083 0.0 0.0 0.0
C 10.67924 -4.49601 -1.30850 0.1 0.0 0.1
C -3.75647 0.94413 -1.08172 0.0 0.0 0.0
C -10.63743 1.70377 6.75223 0.0 0.0 0.0
C -8.15179 -1.64952 2.54884 -0.1 0.0 -0.1
C 11.23736 -3.46960 -3.83482 0.0 0.0 0.0
C 2.14966 3.39861 -2.17924 -0.3 0.2 -0.1
C -9.29768 1.47118 7.03119 0.0 0.0 0.0
C -4.40862 1.35033 0.07495 0.0 0.0 0.0
C -9.70051 -0.86776 6.89186 0.0 0.0 0.0
C -8.81838 0.17393 7.10489 0.1 0.1 0.0
C 4.36400 -2.48516 -1.82946 0.2 0.0 -0.1
C 3.19587 4.50523 -2.24361 -0.2 0.3 0.0
C -7.11204 -1.09525 3.27074 0.0 0.0 0.0
C -7.92270 -3.64266 3.87414 0.0 0.0 0.0
C 2.88341 -2.31911 0.07528 -0.1 0.0 0.1
C 0.02783 2.83896 -3.51886 0.0 0.0 -0.1
C -1.64341 0.98907 0.06552 0.1 0.0 0.0
C -11.50384 0.63961 6.54035 0.0 0.0 0.0
C -11.03631 -0.66216 6.60722 -0.1 0.0 0.0
C 5.22647 -3.27020 -1.08192 0.0 0.0 0.0
B 4.79718 1.50368 -3.32556 0.4 -0.2 0.3
H 2.91946 4.52883 -4.35844 0.0 0.0 0.0
H 4.58086 1.20590 -4.50976 -0.1 0.1 0.0
H 2.46983 2.59208 -2.83280 0.0 0.0 0.2
H -7.77880 -0.02651 7.31498 0.0 -0.1 0.0
H -4.17881 1.88962 2.14255 0.1 0.0 0.0
H -8.63588 -1.08221 1.76867 0.0 0.1 0.0
H -11.00715 2.71885 6.69649 0.0 0.0 0.0
H 0.46748 4.82297 -5.75456 0.0 0.1 0.0
H 5.78360 4.86084 -4.25718 0.1 0.1 0.1
H 5.52849 0.60891 -2.84324 -0.1 0.1 -0.1
H 5.73668 3.27808 -2.20707 0.0 0.0 0.1
H 0.11767 3.96696 -1.71182 -0.1 0.2 0.1
H 0.72541 2.07063 -3.86235 0.1 0.0 0.0
H 9.23732 -4.07612 -4.35040 0.0 0.0 0.0
H -0.57112 0.85526 0.07714 0.0 0.0 0.0
H 11.45142 -3.06231 -4.81302 0.0 0.0 0.0
H 5.60474 -4.19400 0.81336 0.0 0.0 0.0
H 2.11240 3.01882 -1.15896 0.0 -0.3 0.0
H -4.32291 0.77184 -1.98761 0.0 0.0 0.0
H -9.37097 -3.38803 2.30967 0.0 0.0 0.0
H -8.62177 2.30007 7.18830 0.0 0.0 0.0
H -6.39425 -3.61166 5.37798 0.0 0.0 0.0
H 3.51344 -3.35176 1.83913 0.0 0.0 0.0
H -5.48095 1.49295 0.08012 0.0 0.0 0.0
H 4.59214 -2.20763 -2.84753 0.0 0.1 0.0
H -12.54615 0.82256 6.31876 0.0 0.0 0.0
H 1.97432 -1.92893 0.50706 0.0 0.0 0.0
H -0.76710 2.33115 -2.98169 -0.2 -0.1 0.0
H 1.22982 3.23491 -5.60708 0.1 -0.1 0.0
H -8.25119 -4.64287 4.12210 0.0 0.0 0.0
H 10.44037 -4.89392 -0.33416 -0.1 0.0 0.0
H 3.76299 1.50268 -2.66448 0.3 -0.3 -0.2
H 6.61179 2.76440 -3.61577 0.1 0.0 0.0
H 4.00909 4.29599 -1.55157 0.1 -0.1 0.0
H 12.66078 -3.88718 -0.78876 0.0 0.0 0.0
H 2.71396 5.42300 -1.88831 0.1 0.1 0.1
H -0.18490 3.43960 -6.64438 -0.1 0.0 -0.1
H -1.87777 0.44569 -1.98952 0.1 0.0 0.0
H 3.86951 5.84869 -3.75619 0.0 0.1 -0.1
H -5.65267 -1.31148 4.82008 0.0 0.0 0.0
H 0.75826 4.80343 -3.10441 0.1 0.1 -0.1
H 6.14050 -3.62882 -1.53149 0.0 0.0 0.0
H -11.69219 -1.50262 6.43869 0.0 0.0 0.0
H 13.15852 -2.96894 -3.02864 0.0 0.0 0.0
H 4.85952 3.63868 -5.08603 0.0 0.0 -0.1
```
Forces are in eV/Å.

Computed properties:
- Charge: -1
- Gap between HOMO and LUMO: 4.846 eV
- Total energy: -70771.1901 eV


This record from OMol25 describes a structure of composition C38H45HgN6O2Te. The level of theory is wB97M-V/def2-TZVPD.

XYZ file:
```
93
Properties=species:S:1:pos:R:3:forces:R:3
Hg -0.78181 1.17202 -1.00349 -0.1 0.2 -0.3
Te 2.44648 -0.78208 -4.75462 0.0 -0.1 0.2
O -1.97781 0.06511 0.64716 -0.2 0.2 0.0
O -5.75982 -0.52670 -0.21276 0.0 0.1 -0.1
N 0.41594 2.67990 2.18490 -0.2 -0.2 0.2
N 2.21831 1.03413 0.87207 0.0 0.0 0.0
N 0.13650 -1.16828 -1.10107 0.2 -0.1 0.2
N 0.93931 3.31511 -1.20107 0.0 0.0 0.1
N 1.24236 4.05928 -0.12228 0.1 0.2 -0.3
N -2.10094 3.04848 0.71250 0.1 0.0 0.2
C 1.35439 -1.31587 -1.91196 0.0 0.1 -0.1
C 1.61732 -3.54894 0.53868 -0.1 0.0 0.0
C 5.60794 -3.86265 -2.62026 0.0 0.0 0.0
C 5.89778 -2.50698 -2.68845 0.0 0.0 0.0
C 1.70453 5.27905 -0.45460 0.0 -0.1 0.0
C 2.46320 -4.64893 0.52054 0.0 0.0 0.0
C -2.40594 -1.14247 0.54863 0.0 -0.5 -0.2
C -4.22822 -2.77306 0.80361 -0.1 0.1 0.0
C 0.60303 -3.42148 -0.40412 0.2 0.0 0.1
C -5.79803 2.81815 2.27066 0.0 0.0 0.0
C 3.52903 -3.47485 -3.76619 0.0 0.0 0.0
C -3.80836 -5.25462 1.09930 0.0 0.1 0.0
C -1.71006 3.81811 1.89692 -0.2 0.1 0.0
C -5.61451 1.84586 1.30008 0.0 0.1 0.0
C 0.43963 -4.41780 -1.36169 0.0 0.0 -0.1
C -4.85490 -0.41836 0.58926 -0.1 -0.1 0.2
C 4.42369 -4.34495 -3.15757 0.0 0.0 0.0
C 2.29595 -5.63666 -0.43840 0.0 0.0 0.0
C 5.00691 -1.63549 -3.30014 0.0 0.0 0.0
C 3.81687 -2.11569 -3.84018 0.0 0.1 -0.1
C -4.37415 0.50896 2.86958 0.1 0.0 0.0
C 1.27903 -5.52133 -1.37522 0.0 0.0 0.0
C -1.54852 -2.27350 0.28077 0.0 0.3 0.1
C 1.02699 3.56285 -3.64274 0.0 0.0 0.1
C -5.29323 2.62295 3.55040 0.1 0.0 0.0
C -0.85454 2.98549 2.82811 0.0 0.0 0.0
C 1.50788 -0.17307 -2.91187 0.0 0.0 0.0
C -0.25066 -2.18158 -0.40684 -0.1 0.0 -0.1
C 2.10563 6.28980 0.56776 0.0 -0.1 0.0
C 2.56582 1.58709 2.17894 0.0 -0.1 0.1
C -4.57957 1.46941 3.84880 0.0 0.1 0.0
C -2.02678 -3.56577 0.52659 -0.1 -0.1 0.0
C 1.21616 4.07201 -2.25056 0.0 0.1 -0.1
C -3.79525 -1.46488 0.67333 0.3 0.1 0.0
C -3.34703 -3.84542 0.82674 0.0 -0.1 0.0
C 1.70877 5.32606 -1.83180 0.0 0.0 -0.1
C 1.29127 1.82488 2.97046 0.1 0.0 0.0
C -4.90142 0.68889 1.59519 0.0 0.0 0.1
H 3.25010 0.95822 2.76178 0.0 0.0 0.0
H 6.82032 -2.12626 -2.26881 0.0 0.0 0.0
H 4.19322 -5.40101 -3.09919 0.0 0.0 0.0
H 2.00130 0.04962 0.93414 0.0 -0.2 0.0
H 2.60509 -3.85410 -4.18459 0.0 0.0 0.0
H -3.53543 -5.57298 2.10825 0.0 0.0 0.0
H -4.18725 1.31813 4.84676 0.0 0.0 0.0
H 2.23823 -1.35884 -1.26906 0.0 0.0 0.0
H 0.19715 2.15641 1.34061 0.0 -0.1 0.0
H -0.66307 3.54956 3.74459 0.0 0.0 0.0
H 6.31040 -4.54359 -2.15675 0.0 0.0 0.0
H 1.52889 2.31826 3.91633 0.0 0.0 0.0
H 0.81069 0.86203 3.20552 0.0 0.0 0.0
H 1.73277 -2.78985 1.30173 0.0 0.1 0.0
H -2.71171 3.60152 0.12498 0.0 -0.1 -0.1
H 1.26407 6.55717 1.20886 0.0 0.0 0.0
H -1.13005 4.68359 1.56335 0.0 0.0 0.0
H 3.06004 2.54714 2.01823 0.0 0.0 0.0
H -2.60146 2.20397 0.98098 -0.1 0.0 0.0
H 1.33266 -2.26812 -2.44428 0.0 0.0 0.0
H -1.34291 -4.40074 0.43189 -0.1 0.0 0.0
H -3.35780 -5.95984 0.39874 0.0 0.0 0.0
H -3.82224 -0.39604 3.09349 0.0 0.0 0.0
H 5.23594 -0.57904 -3.35920 0.0 0.0 0.0
H -4.89155 -5.33412 1.00799 0.0 0.0 0.0
H 2.01399 6.15177 -2.45313 0.0 0.0 0.0
H -6.03406 1.95834 0.30853 0.0 0.0 0.0
H -1.39969 2.06894 3.09981 0.0 0.0 0.1
H -5.29382 -2.94977 0.91043 0.0 0.0 0.0
H 2.96594 1.15313 0.20187 0.0 0.0 0.0
H 3.24794 -4.73650 1.26102 0.0 0.0 0.0
H -5.45665 3.37140 4.31602 0.0 0.0 0.0
H 2.95357 -6.49627 -0.45264 0.0 0.0 0.0
H 2.90503 5.90855 1.20471 0.0 0.0 0.0
H -0.35127 -4.32380 -2.09692 0.0 0.0 0.0
H 1.13422 -6.29765 -2.11605 0.0 0.0 0.0
H 2.07106 0.66271 -2.50038 -0.1 0.0 0.0
H 2.46123 7.19151 0.07459 0.0 0.0 0.0
H 0.52373 0.18635 -3.21425 0.0 0.0 -0.1
H 1.06007 3.68083 0.80923 0.0 0.1 0.2
H 0.96096 4.39059 -4.34684 0.0 0.0 0.0
H -2.57306 4.19168 2.45716 -0.1 0.0 0.0
H -6.35382 3.71885 2.04234 0.0 0.0 0.0
H 0.11529 2.96855 -3.71213 0.0 0.0 0.0
H 1.86281 2.92751 -3.94281 0.0 0.0 0.0
```
Forces are in eV/Å.

Computed properties:
- Charge: 0
- Multiplicity: 2
- ⟨S²⟩: 0.75
- Gap between HOMO and LUMO (alpha / beta): 6.920 / 6.562 eV
- Energy above the lowest of the compared OMol25 structures with the same formula, charge and spin: 0.7 kcal/mol
- Total energy: -64638.5484 eV